ORCA calculation (ωB97M-V/def2-TZVPD) on 10 unconnected molecules or ions with the total composition C40H88O14 in a non-equilibrium geometry.

Computed properties:
HOMO energy = -0.31918 Ha
Frontier orbital gap = 0.3376 Ha
Relative energy (zero: lowest compared OMol25 entry of this formula, charge and spin) = 31.7312 eV
Largest force on an atom = 4.8 eV Å⁻¹

Last column: Mulliken charge in e.
Atoms and positions in Å:
1 C 3.789 -2.202 -1.423  -0.189
2 C 2.813 -2.910 -2.264  0.119
3 C 2.903 -2.273 -3.648  -0.395
4 O 3.596 -1.093 -3.383  -0.683
5 C 3.613 -0.766 -1.963  1.101
6 H 4.768 -2.570 -1.731  0.468
7 H 3.615 -2.327 -0.354  -0.164
8 H 1.818 -2.870 -1.822  -0.648
9 H 3.059 -3.961 -2.413  0.682
10 H 1.912 -2.094 -4.065  -0.041
11 H 3.520 -2.868 -4.321  0.474
12 H 2.685 -0.212 -1.825  -1.229
13 H 4.522 -0.185 -1.808  0.564
14 C -2.183 -0.184 4.560  -0.782
15 C -1.005 -1.067 4.851  -1.338
16 C 0.013 -0.555 3.877  0.397
17 O -0.701 0.214 2.981  -0.122
18 C -2.084 0.064 3.074  -0.139
19 H -2.132 0.728 5.155  0.383
20 H -3.138 -0.677 4.741  0.450
21 H -1.141 -2.149 4.828  -0.854
22 H -0.638 -0.778 5.836  0.490
23 H 0.437 -1.401 3.337  0.105
24 H 0.872 -0.040 4.307  0.452
25 H -2.253 -0.867 2.534  -0.016
26 H -2.531 0.926 2.578  0.227
27 C 0.019 -4.492 3.680  -0.270
28 C 0.578 -3.570 2.688  0.464
29 C -0.589 -3.219 1.757  0.940
30 O -1.689 -3.401 2.650  -0.545
31 C -1.311 -3.876 3.951  -0.519
32 H 0.681 -4.609 4.538  0.157
33 H -0.059 -5.468 3.202  0.435
34 H 1.481 -3.894 2.171  1.103
35 H 0.928 -2.625 3.103  -0.494
36 H -0.671 -3.906 0.914  0.661
37 H -0.434 -2.232 1.321  0.046
38 H -2.007 -4.651 4.272  0.520
39 H -1.449 -3.085 4.689  0.625
40 C 4.015 1.539 0.888  -1.675
41 C 3.304 0.511 0.146  1.734
42 C 2.011 1.287 -0.314  0.172
43 O 2.108 2.601 0.174  -0.636
44 C 3.041 2.589 1.189  -0.280
45 H 4.820 1.997 0.313  0.362
46 H 4.524 1.173 1.780  0.376
47 H 3.103 -0.338 0.798  -0.646
48 H 3.843 0.183 -0.743  -1.224
49 H 1.102 0.824 0.068  0.523
50 H 1.988 1.344 -1.403  1.907
51 H 2.524 2.311 2.108  0.196
52 H 3.479 3.573 1.358  0.561
53 C -0.513 4.274 2.823  -0.951
54 C 0.178 3.237 2.076  0.547
55 C -0.948 2.551 1.211  2.489
56 O -1.992 3.544 1.192  -0.626
57 C -1.734 4.726 1.933  -0.673
58 H 0.128 5.122 3.065  0.400
59 H -0.779 3.793 3.764  0.364
60 H 0.606 2.516 2.772  -0.833
61 H 0.773 3.603 1.239  0.593
62 H -1.212 1.563 1.587  -1.452
63 H -0.757 2.418 0.147  -0.762
64 H -2.540 5.116 2.554  0.424
65 H -1.394 5.489 1.232  0.314
66 C -0.383 4.507 -4.317  -1.369
67 C -0.098 3.232 -3.531  0.638
68 C -0.187 2.199 -4.554  1.371
69 O -0.728 2.792 -5.748  -0.595
70 C -0.435 4.176 -5.876  -0.427
71 H 0.495 5.112 -4.093  0.462
72 H -1.226 5.044 -3.883  0.461
73 H -0.780 3.082 -2.694  -0.867
74 H 0.882 3.267 -3.055  0.934
75 H -0.937 1.531 -4.131  -1.130
76 H 0.766 1.689 -4.694  0.566
77 H -1.298 4.564 -6.416  0.324
78 H 0.499 4.203 -6.438  0.322
79 C -2.708 -1.497 -3.634  -0.635
80 O -1.771 -2.492 -3.319  -0.336
81 C -1.918 -3.027 -2.020  -1.465
82 C -1.800 -2.018 -0.842  0.400
83 O -2.674 -0.926 -0.804  0.332
84 C -4.104 -1.082 -0.662  -1.413
85 H -3.740 -1.703 -3.353  0.390
86 H -2.658 -1.186 -4.677  0.262
87 H -2.486 -0.543 -3.156  0.257
88 H -1.158 -3.806 -1.961  0.387
89 H -2.823 -3.602 -1.826  0.323
90 H -0.776 -1.660 -0.951  0.018
91 H -1.977 -2.429 0.152  1.245
92 H -4.615 -0.186 -0.311  0.389
93 H -4.222 -1.721 0.213  0.418
94 H -4.660 -1.368 -1.554  0.206
95 C 0.231 -0.313 -3.700  -1.425
96 O 0.004 -0.649 -2.354  0.605
97 C -0.047 0.547 -1.434  0.102
98 C -0.174 -0.067 -0.041  -0.143
99 O 0.929 -0.774 0.439  0.318
100 C 0.919 -1.066 1.853  -0.593
101 H -0.365 0.538 -4.031  -1.610
102 H 0.145 -1.215 -4.305  0.335
103 H 1.262 0.041 -3.690  0.783
104 H -1.006 1.049 -1.567  -0.511
105 H 0.671 1.345 -1.622  0.589
106 H -0.960 -0.819 -0.106  -0.055
107 H -0.483 0.699 0.671  -1.449
108 H 1.466 -1.945 2.196  -0.814
109 H -0.140 -1.079 2.110  -0.657
110 H 1.388 -0.283 2.449  -0.766
111 C -2.931 1.291 -2.002  0.676
112 O -3.661 1.354 -3.238  -0.506
113 C -3.138 2.153 -4.276  -0.074
114 C -2.802 3.644 -3.926  -0.120
115 O -3.953 4.494 -3.962  -0.575
116 C -4.949 3.974 -3.030  -0.655
117 H -3.459 0.642 -1.303  -0.671
118 H -2.725 2.229 -1.487  0.950
119 H -1.956 0.822 -2.134  -0.867
120 H -3.821 2.167 -5.125  0.471
121 H -2.320 1.548 -4.668  0.598
122 H -2.255 4.083 -4.761  -0.130
123 H -2.215 3.806 -3.022  0.494
124 H -5.712 4.750 -2.970  0.402
125 H -4.467 3.762 -2.075  0.139
126 H -5.407 3.002 -3.213  0.198
127 C 3.038 -5.625 4.558  -0.770
128 O 3.631 -4.369 4.024  -0.518
129 C 2.690 -3.247 3.956  0.144
130 C 3.198 -2.018 3.154  -0.064
131 O 2.536 -0.807 3.660  -0.178
132 C 3.134 0.367 3.267  0.191
133 H 2.369 -5.413 5.391  0.335
134 H 3.876 -6.175 4.986  0.342
135 H 2.600 -6.214 3.752  0.241
136 H 2.273 -3.045 4.943  0.564
137 H 1.794 -3.680 3.510  -1.439
138 H 2.802 -2.154 2.147  0.544
139 H 4.283 -1.976 3.241  0.601
140 H 3.199 1.063 4.103  0.146
141 H 2.607 0.721 2.381  -1.000
142 H 4.136 0.288 2.845  0.715